Entry 1:
{"formula": "C23H40NO2P3W", "method": "wB97M-V/def2-TZVPD", "charge": 4, "spin_multiplicity": 3, "relative_energy_ev": 4.380, "e_homo_ev": [-18.72, -18.65], "gap_ev": [6.02, 4.40], "total_energy_ha": -2194.9887, "elements": ["O", "C", "H", "C", "H", "C", "C", "H", "C", "C", "H", "C", "H", "N", "H", "H", "H", "H", "H", "H", "H", "H", "H", "H", "P", "P", "H", "H", "C", "C", "C", "H", "C", "C", "C", "H", "H", "H", "C", "H", "H", "H", "H", "C", "C", "H", "H", "H", "H", "H", "C", "C", "H", "C", "C", "C", "H", "O", "C", "H", "W", "H", "H", "P", "H", "H", "H", "H", "C", "H"], "coordinates": [[1.07498, -0.49416, 1.52049], [-2.23385, 0.07351, 5.11459], [-0.70970, -2.66082, 1.66345], [2.09173, -1.72497, -2.94182], [-4.89122, 2.73704, -0.81174], [2.64784, 2.92187, 1.30509], [-1.89528, 1.52825, 3.19458], [1.51200, 2.18638, -2.74662], [1.77238, 0.19874, 0.75944], [0.71993, 0.29993, -3.53110], [-1.85576, -0.69187, 5.79375], [-4.00477, 1.58027, 4.41212], [2.56147, 2.76798, 0.21490], [-1.12117, 1.98002, 2.16112], [5.25229, 1.14694, 2.27817], [-5.01819, 1.97162, 4.51865], [2.24381, 0.25442, 4.17178], [3.25403, 1.75688, 4.40870], [-3.52861, 3.35639, 0.24376], [-1.03012, 3.58165, -1.42336], [2.19771, -2.80204, -2.93259], [3.52867, 3.55015, 1.50808], [-4.19549, 1.76409, -3.52592], [3.46370, 1.15297, -1.55419], [-2.81162, 1.97382, -1.60800], [0.00120, -3.32872, -0.55318], [-3.54377, 2.85431, 2.71513], [2.26517, -4.10638, -0.80618], [-3.92944, 2.47559, -0.31199], [-1.71410, 3.25815, -2.22499], [-1.42887, 0.51918, 4.06768], [-4.07942, 1.64144, 0.40932], [-0.79999, -4.20885, -1.94349], [2.81505, 0.52547, -2.15191], [-3.19080, 2.07377, 3.39253], [-0.09135, -4.19431, -2.79889], [-1.06773, -5.23148, -1.61810], [-0.43436, 0.09331, 3.89702], [-3.52675, 0.59310, 5.28468], [-2.09560, -2.79603, 0.55110], [-0.14751, 0.74730, -3.94933], [-1.09045, 2.86765, -3.04616], [4.67051, 0.79280, 0.59603], [2.40625, 1.30430, 3.84174], [0.94306, -1.13138, -3.61693], [3.85839, -1.34150, -1.68413], [-4.16176, 0.22248, 6.09084], [-1.43717, 2.71891, 1.56122], [-4.00996, 0.17458, -2.64562], [1.46766, 1.87756, 4.02246], [1.49020, -4.25424, -0.02383], [1.68685, 1.12610, -2.82265], [-0.31583, 1.43873, 1.83528], [-1.24799, 0.63441, -1.19089], [3.03161, -0.89079, -2.23710], [4.47406, 0.65109, 1.67499], [-2.68422, 0.76644, -3.69434], [-1.67985, 0.07613, -0.18709], [-3.49630, 1.08389, -3.01068], [1.21526, -5.31753, 0.10057], [1.17829, -0.46193, -1.75368], [-2.33829, 4.09326, -2.57259], [0.21013, -1.74988, -4.09553], [2.86915, 1.33218, 2.11980], [4.46975, -0.43623, 1.86874], [1.72530, 3.41758, 1.65057], [-1.68457, -3.60419, -2.23901], [-1.33304, -4.33264, 1.21702], [-1.15681, -3.29298, 0.86818], [1.86954, -3.78859, 0.91067]], "atomic_forces_ev_per_a": [[0.4, 0.6, -1.9], [1.3, 0.0, -0.8], [-0.2, -0.6, -0.4], [1.0, -1.0, -2.7], [0.5, -0.1, 0.4], [0.3, 0.7, 0.3], [0.4, 0.6, -1.0], [0.1, 0.1, 0.0], [-1.9, -1.3, 3.1], [1.4, 0.2, -1.9], [-0.1, 0.2, -0.2], [0.2, 1.1, -1.3], [0.2, -0.1, 0.5], [-0.2, -1.1, 0.9], [0.0, -0.4, -0.4], [0.3, -0.1, 0.1], [0.3, 0.6, -0.2], [-0.6, -0.3, -0.2], [-0.3, -0.5, -0.6], [-0.4, 0.1, -0.2], [0.0, 0.1, 0.0], [-0.5, 0.2, -0.1], [0.1, -0.4, 0.0], [-0.1, -0.1, -0.1], [2.0, -0.2, -2.0], [0.6, 1.9, -0.3], [0.0, -0.2, 0.3], [-0.4, -0.4, 0.5], [-0.1, -0.1, 0.7], [-0.1, 0.4, 0.2], [0.0, -1.0, 1.0], [-0.1, 0.4, -0.5], [0.2, 0.5, 0.1], [2.5, 1.7, -1.8], [-1.2, -0.1, 0.8], [-0.5, -0.4, 0.5], [0.0, 0.4, -0.5], [-0.4, 0.1, 0.1], [-0.1, -0.2, 0.3], [0.4, -0.5, 0.2], [-0.5, 0.1, -0.3], [-0.5, 0.1, 0.2], [-0.2, 0.2, 0.6], [-0.2, -0.3, 0.6], [0.5, -0.4, -2.2], [-0.3, 0.0, -0.2], [0.2, 0.1, -0.2], [-0.2, 0.2, 0.1], [0.0, 0.5, -0.3], [0.8, -0.2, -0.2], [-0.1, 0.4, -0.2], [0.6, 1.9, -1.8], [-0.3, 0.2, 0.4], [-2.9, -1.7, 4.7], [3.1, -0.7, -1.0], [0.5, 0.0, 0.6], [-0.4, 0.4, 0.4], [2.1, 1.4, -3.4], [-0.3, -0.4, 0.3], [0.5, 0.4, 0.1], [-7.7, -2.6, 13.0], [0.4, 0.0, 0.0], [-0.1, -0.3, -0.2], [-0.3, -0.5, -3.6], [0.1, 0.5, 0.1], [0.5, -0.1, 0.0], [0.4, -0.6, 0.2], [-0.1, 0.7, -0.1], [0.1, 0.1, -0.1], [-0.3, -0.5, -0.5]], "mulliken_spin": [0.012, 0.018, 0.001, -0.005, 0.010, -0.001, 0.228, 0.001, 0.007, 0.012, 0.003, 0.021, 0.000, 0.284, 0.000, 0.004, 0.000, 0.000, -0.002, -0.001, 0.002, 0.001, 0.015, -0.001, 0.289, -0.008, 0.005, 0.001, 0.012, 0.015, 0.108, -0.001, -0.001, -0.017, 0.124, 0.000, 0.000, 0.016, 0.255, 0.000, -0.001, -0.002, 0.000, 0.001, 0.000, 0.006, -0.001, -0.028, 0.001, -0.001, -0.002, 0.001, -0.039, 0.212, 0.028, 0.000, -0.001, 0.374, 0.013, 0.000, 0.009, 0.016, 0.004, 0.004, 0.000, 0.001, 0.000, 0.000, -0.001, 0.000]}

***

Entry 2:
{"formula": "C30H27CoN7O4", "method": "wB97M-V/def2-TZVPD", "spin_multiplicity": 4, "relative_energy_ev": 0.274, "e_homo_ev": [-7.52, -7.46], "gap_ev": [7.86, 7.80], "total_energy_ha": -3226.4028, "elements": ["O", "H", "H", "N", "H", "C", "C", "H", "N", "C", "C", "H", "C", "C", "H", "H", "O", "C", "N", "C", "H", "N", "H", "N", "H", "C", "C", "C", "C", "H", "C", "C", "C", "C", "C", "H", "H", "C", "H", "O", "H", "H", "C", "H", "C", "C", "H", "H", "H", "C", "Co", "C", "C", "N", "C", "H", "H", "H", "C", "C", "C", "H", "H", "H", "N", "H", "C", "O", "C"], "coordinates": [[-3.96037, -5.22753, 2.90292], [-0.45843, -3.42291, -0.66059], [-0.98961, -2.71681, 5.01809], [0.13954, 2.42508, -0.33588], [-0.32385, -0.54753, 5.21329], [2.48808, -2.94932, 1.68180], [-1.27622, -2.05535, 2.97364], [2.90314, -0.27022, 1.79113], [-3.05054, 1.04321, 0.82641], [2.01394, -1.94942, 0.84163], [-0.57988, 4.69758, -0.43788], [-2.09819, -0.69229, -2.37280], [-0.14138, 1.30849, -4.26106], [1.27232, 2.81986, 0.21617], [0.81066, 6.15965, 0.32201], [2.51599, 4.43792, 0.90728], [-0.10244, -0.14657, 2.18504], [-2.37841, -3.95213, 4.04760], [-4.28490, -1.29440, -1.47041], [-1.24399, -0.11331, -2.70651], [-1.35197, 5.40993, -0.69636], [-6.16272, 0.50844, 2.09441], [3.68169, -0.75302, 0.29428], [1.92640, 0.42059, 0.07067], [2.53667, -0.62657, -1.62540], [1.56800, 4.15776, 0.46075], [2.70548, -0.60667, 0.77497], [2.22327, 1.73517, 0.64456], [0.37645, -0.74549, 4.39789], [0.20319, -5.29116, 0.84011], [-1.27220, 0.60021, -3.89193], [-4.17129, -0.58976, -0.56871], [-4.78591, -5.43748, 1.76548], [-4.07941, 0.31814, 0.55898], [0.62031, 5.11015, 0.13216], [2.13216, 1.64563, 1.72791], [-1.68538, 2.96920, -1.10855], [0.97905, 1.26151, -3.44586], [-0.12447, 1.88437, -5.17855], [-1.81323, -1.68701, 0.65759], [1.03031, 0.11624, 4.27924], [-4.19956, -5.77625, 0.90839], [0.74195, -4.35308, 0.86074], [-2.16412, 0.59903, -4.50460], [-1.51193, -2.90811, 4.08872], [-0.77114, 3.34739, -0.66216], [3.36335, -2.77177, 2.29815], [2.90884, 1.09752, -1.69082], [-2.55167, -4.58890, 4.90553], [-3.09535, -4.19859, 2.84806], [-0.46191, -0.18845, 0.16415], [0.92183, 0.53776, -2.26884], [0.36097, -3.31287, 0.03804], [0.95322, -2.10959, 0.05932], [1.81967, -4.15955, 1.71389], [3.25165, 2.04736, 0.41893], [-5.32409, -4.52818, 1.49364], [0.97281, -1.62373, 4.65945], [-0.36144, -0.96427, 3.09295], [-5.22835, 0.43630, 1.42944], [-2.88906, -3.42930, 1.73398], [-5.49489, -6.20938, 2.04591], [-3.41955, -3.59479, 0.80477], [1.89215, 1.77743, -3.71930], [-0.17444, -0.13328, -1.90478], [2.13636, -4.94361, 2.39037], [-1.97160, -2.33407, 1.74340], [-2.08655, 0.89545, -0.02530], [2.15184, 0.36700, -1.39148]], "atomic_forces_ev_per_a": [[-0.2, -0.1, -0.1], [-0.1, 0.1, 0.1], [0.0, 0.0, -0.1], [-0.1, 0.1, 0.0], [0.1, 0.0, 0.0], [0.1, 0.0, 0.0], [0.0, -0.1, -0.1], [0.0, 0.0, 0.0], [0.4, -0.1, -0.1], [-0.1, 0.1, -0.1], [0.1, 0.1, 0.0], [0.0, 0.1, 0.0], [0.0, 0.0, 0.0], [0.0, 0.0, -0.1], [0.0, 0.0, 0.0], [-0.1, 0.0, 0.0], [0.2, 0.2, 0.1], [0.0, -0.1, 0.1], [0.0, 0.0, 0.0], [0.0, -0.1, 0.1], [0.0, 0.0, 0.0], [0.0, 0.0, 0.0], [0.1, 0.1, 0.0], [-0.1, -0.1, -0.1], [0.1, 0.0, 0.0], [0.0, 0.1, 0.0], [-0.1, 0.0, 0.0], [0.0, -0.1, 0.0], [0.0, 0.0, 0.0], [0.0, 0.0, 0.0], [0.0, 0.0, -0.1], [0.1, 0.3, 0.3], [0.0, -0.1, 0.0], [-1.3, -0.5, 0.2], [0.0, 0.0, 0.0], [0.0, 0.0, 0.0], [0.1, 0.0, 0.1], [0.1, 0.0, -0.1], [0.0, 0.0, 0.0], [0.3, 0.0, 0.0], [0.0, 0.0, 0.0], [0.0, 0.0, 0.0], [0.1, -0.1, 0.0], [0.0, 0.0, 0.0], [0.1, 0.1, 0.0], [0.0, -0.1, -0.1], [-0.1, 0.0, 0.0], [0.1, 0.0, 0.0], [0.0, 0.0, 0.0], [0.2, 0.2, 0.0], [0.1, -0.5, 0.3], [0.2, -0.2, 0.1], [0.0, 0.1, -0.1], [0.1, -0.4, 0.1], [0.0, 0.0, 0.0], [0.1, 0.0, 0.0], [0.0, 0.0, 0.0], [-0.1, 0.1, 0.0], [0.0, 0.0, 0.0], [0.3, -0.1, -0.3], [0.0, 0.1, -0.1], [0.0, 0.0, 0.0], [0.1, 0.0, 0.1], [-0.1, 0.0, 0.0], [-0.2, 0.4, -0.4], [0.0, 0.0, 0.0], [0.0, 0.0, 0.0], [0.0, 0.5, -0.3], [-0.2, 0.0, 0.1]], "mulliken_spin": [0.000, 0.000, 0.000, -0.001, 0.000, -0.003, -0.006, 0.001, -0.007, 0.003, 0.001, 0.004, 0.003, 0.008, 0.000, 0.000, 0.043, -0.001, 0.008, 0.000, 0.000, 0.010, 0.000, 0.016, -0.003, 0.000, 0.001, -0.001, 0.004, 0.000, -0.002, -0.005, 0.000, 0.030, 0.000, 0.001, 0.001, -0.004, 0.000, 0.072, -0.001, 0.000, 0.000, 0.000, 0.001, 0.006, 0.000, 0.001, 0.000, 0.003, 2.672, -0.007, 0.011, 0.030, 0.003, -0.001, 0.000, 0.001, 0.004, 0.000, 0.011, 0.000, 0.000, 0.000, 0.030, 0.000, 0.000, 0.049, 0.015]}